56
Properties=species:S:1:pos:R:3:forces:R:3:lowdin_charge:R:1 method="wB97M-V/def2-TZVPD" homo_lumo_gap_ev=7.52 total_energy_ha=-1304.5391 total_charge=-1 spin_multiplicity=1
C -2.2656 6.1307 1.2157 0.3 0.1 -0.2 -0.0760
C -3.1031 6.7247 0.1026 0.1 0.2 0.2 -0.2807
O -4.4954 6.5152 0.2326 0.0 0.0 -0.1 -0.1582
C -4.9139 5.1596 0.2154 -0.3 -0.2 -0.3 -0.2229
C -4.6156 4.3775 -1.0790 0.3 -0.3 0.5 -0.1645
C -3.5064 3.2939 -0.9796 -0.3 0.7 0.1 -0.2659
C -2.2892 3.6099 -1.8293 0.2 -0.5 -0.4 -0.3493
C -1.2650 2.4612 -1.9952 -0.3 -0.2 0.8 -0.4600
Ta -0.6577 1.3042 -0.1031 -0.5 0.8 -0.9 1.0084
H -2.1616 5.0528 1.1608 -0.1 -0.2 0.1 0.0354
H -1.2573 6.5335 1.1178 0.1 0.0 0.0 0.0774
H -2.6307 6.4360 2.1914 -0.2 -0.1 0.2 0.0772
H -2.9700 7.8057 0.1268 -0.2 0.1 0.0 0.1113
H -2.7317 6.3978 -0.8701 -0.1 -0.2 -0.1 0.0980
H -4.5416 4.6173 1.0868 0.2 0.0 0.1 0.1122
H -5.9946 5.2080 0.3306 -0.1 0.2 0.1 0.1095
H -4.3855 5.0986 -1.8591 0.0 0.1 -0.2 0.1032
H -5.5372 3.8721 -1.3552 -0.2 0.1 -0.2 0.0966
H -3.9090 2.3327 -1.2815 0.0 -0.2 -0.1 0.0896
H -3.2401 3.1887 0.0695 0.2 -0.2 0.1 0.0436
H -1.7628 4.4892 -1.4656 0.0 0.2 0.2 0.0799
H -2.6713 3.8702 -2.8211 0.0 0.2 -0.2 0.0926
H -1.5892 1.7817 -2.7817 -0.1 -0.2 -0.1 0.0100
H -0.3310 2.9035 -2.3555 0.2 -0.1 0.0 0.0112
H -1.1067 2.7050 1.0669 0.2 0.0 0.0 -0.1961
H -2.3597 0.5315 0.0500 0.2 0.0 0.3 -0.1918
H -0.0547 -0.0485 -1.2165 0.3 0.0 0.0 -0.1953
H 1.0762 1.9968 -0.0548 0.0 -0.2 0.3 -0.2192
H -0.2165 0.1580 1.3086 -0.1 -0.1 -0.3 -0.2326
O 2.3881 -4.1440 1.0693 0.1 -0.2 0.0 -0.2710
Si 3.8797 -4.7066 1.4535 0.1 0.0 0.0 0.3374
C 5.2004 -3.5087 0.8837 -0.1 -0.1 0.0 -0.1633
C 4.1793 -6.3704 0.6424 -0.1 0.1 0.0 -0.1671
C 4.0064 -4.9116 3.3067 -0.1 0.0 -0.1 -0.1680
Si 1.4863 -3.7115 -0.2540 -0.3 0.4 -0.3 0.3474
C -0.1962 -3.1460 0.2950 0.2 -0.2 0.2 -0.1756
C 1.3000 -5.1924 -1.3944 0.2 -0.1 0.1 -0.1697
C 2.3344 -2.3342 -1.1881 0.2 -0.2 0.1 -0.1714
H 5.2162 -3.4304 -0.2050 0.0 0.0 0.0 0.0223
H 6.1874 -3.8408 1.2151 0.0 0.0 0.0 0.0279
H 5.0193 -2.5121 1.2908 0.0 0.0 0.0 0.0381
H 3.3912 -7.0789 0.9063 0.0 0.0 0.0 0.0322
H 5.1362 -6.7867 0.9662 0.0 0.0 0.0 0.0274
H 4.2007 -6.2777 -0.4452 0.0 0.0 0.0 0.0210
H 3.2596 -5.6179 3.6749 0.0 0.0 0.0 0.0292
H 3.8527 -3.9581 3.8150 0.0 0.0 0.0 0.0324
H 4.9959 -5.2877 3.5760 0.0 0.0 0.0 0.0271
H -0.7261 -3.9352 0.8362 0.0 0.0 0.0 0.0275
H -0.7943 -2.8612 -0.5721 0.0 0.1 0.0 0.0308
H -0.1164 -2.2714 0.9429 -0.1 0.0 -0.1 -0.0072
H 2.2636 -5.5013 -1.8077 0.0 0.0 0.0 0.0164
H 0.6398 -4.9415 -2.2267 0.0 0.0 0.0 0.0296
H 0.8706 -6.0446 -0.8620 0.0 0.0 0.0 0.0287
H 3.2934 -2.6630 -1.6007 0.0 0.0 0.0 0.0171
H 2.5144 -1.4786 -0.5351 -0.1 0.0 0.0 0.0360
H 1.7043 -1.9949 -2.0112 0.0 0.1 0.0 0.0213

***

9
Properties=species:S:1:pos:R:3:forces:R:3:lowdin_charge:R:1 method="wB97M-V/def2-TZVPD" homo_lumo_gap_ev=5.07 total_energy_ha=-1205.0312 total_charge=-1 spin_multiplicity=1
O -1.4293 -0.7219 0.3212 -4.2 0.1 1.8 0.1455
C -2.2076 -0.1042 0.9708 -1.9 -1.0 -1.2 -0.2141
O -3.2094 0.2778 1.4058 1.7 0.2 0.3 0.2842
Be -0.0921 -0.3277 -0.0488 7.0 1.3 -1.0 -0.2035
N 1.3370 -0.6894 -1.1249 -1.6 0.8 0.6 -0.7746
S 1.2857 -2.0239 0.0877 -0.3 0.4 0.4 0.2264
S 1.9027 0.7230 -0.4538 -0.9 1.9 -1.2 0.6546
O 0.4909 1.1711 0.4591 0.2 -2.5 -1.4 -0.5402
O 1.9221 1.6952 -1.6172 0.1 -1.3 1.8 -0.5783

***

6
Properties=species:S:1:pos:R:3:forces:R:3:lowdin_charge:R:1 method="wB97M-V/def2-TZVPD" homo_lumo_gap_ev=11.43 smiles=O.O e_above_lowest_kcal_mol=6.89 total_energy_ha=-152.8640 total_charge=0 spin_multiplicity=1
O 1.4028 0.0062 -0.1244 0.7 -0.2 1.7 -0.0670
H 1.6177 -0.7248 0.4970 -0.5 0.0 -1.0 0.0740
H 1.6772 0.7146 0.4862 -0.2 0.3 -0.7 0.0606
O -1.5074 -0.1198 0.0123 2.9 1.7 -0.5 -0.1448
H -1.9577 0.7419 0.0817 0.1 -0.6 0.0 0.0204
H -0.5004 0.1767 -0.1685 -3.1 -1.3 0.6 0.0568

***

39
Properties=species:S:1:pos:R:3:forces:R:3:lowdin_charge:R:1 method="wB97M-V/def2-TZVPD" homo_lumo_gap_ev=8.25 total_energy_ha=-1802.3210 total_charge=0 spin_multiplicity=1
C 2.5081 -2.3569 -0.8000 0.0 0.0 -0.1 -0.0296
C 2.4512 -0.8695 -1.0555 -0.1 0.0 0.0 -0.3461
F 1.7491 -0.2416 -0.0239 0.1 0.0 0.0 -0.0579
C 1.8069 -0.4721 -2.4016 0.2 0.0 -0.1 -0.1600
O 0.5130 0.1246 -2.2606 -0.2 0.0 0.2 -0.3565
S -0.8180 -0.7594 -2.4847 0.3 -0.1 -0.5 0.7416
O -0.5518 -1.6613 -3.5852 -0.1 0.0 0.2 -0.3893
O -0.7220 -1.7418 -1.1726 -0.3 0.2 0.1 -0.9569
I -1.6533 -0.8835 0.3757 0.1 -0.2 0.1 0.9814
H 3.2258 -2.8012 -1.4944 0.0 0.0 0.1 0.0907
H 2.8367 -2.5560 0.2193 0.0 0.0 0.0 0.0800
H 1.5409 -2.8292 -0.9606 -0.1 0.0 0.0 0.0747
H 3.4613 -0.4518 -1.0367 0.0 0.0 0.1 0.1400
H 2.4094 0.2879 -2.8956 0.0 0.0 0.0 0.1268
H 1.7423 -1.3355 -3.0653 0.0 0.0 0.0 0.1144
F 1.2703 -3.3893 2.5456 0.0 0.0 0.0 0.0464
C 1.2078 -2.5091 3.5696 0.0 0.0 0.0 -0.2850
C 1.0173 -2.9930 4.8479 0.0 0.0 0.0 -0.0176
C 0.9548 -2.0818 5.8928 0.0 0.0 0.0 -0.0867
C 1.0806 -0.7212 5.6486 0.0 0.0 0.0 -0.0987
C 1.2705 -0.2671 4.3502 0.0 0.0 0.0 -0.0796
C 1.3373 -1.1635 3.2926 0.0 0.0 0.0 -0.0258
H 0.9206 -4.0574 5.0122 0.0 0.0 0.0 0.1169
H 0.8074 -2.4402 6.9030 0.0 0.0 0.0 0.1035
H 1.0304 -0.0172 6.4683 0.0 0.0 0.0 0.0996
H 1.3661 0.7928 4.1538 0.0 0.0 0.0 0.1057
H 1.4831 -0.8357 2.2732 0.0 0.0 0.0 0.0887
F -4.1623 0.8581 -2.4207 0.0 0.0 0.0 0.0413
C -3.5115 2.0313 -2.5607 0.1 0.0 0.0 -0.3003
C -3.7247 3.0255 -1.6279 0.0 0.0 0.0 -0.0168
C -3.0396 4.2233 -1.7747 0.0 0.0 0.0 -0.0835
C -2.1624 4.4073 -2.8345 0.0 0.0 0.0 -0.0958
C -1.9685 3.3872 -3.7557 0.0 0.0 0.0 -0.0789
C -2.6459 2.1834 -3.6253 0.0 0.0 0.0 -0.0306
H -4.4128 2.8572 -0.8108 0.0 0.0 0.0 0.1173
H -3.1924 5.0156 -1.0538 0.0 0.0 0.0 0.1040
H -1.6309 5.3430 -2.9417 0.0 0.0 0.0 0.1003
H -1.2851 3.5258 -4.5829 0.0 0.0 0.0 0.1059
H -2.5101 1.3721 -4.3278 0.0 0.0 0.0 0.1165